Arrangement w

12
Properties=species:S:1:pos:R:3:lowdin_charge:R:1 method="wB97M-V/def2-TZVPD" e_lumo_ev=-5.053 gap_ha=0.298 multiplicity=1 mol_weight_g_mol=100.2 charge=+1
C -1.28 -0.56 -0.69 -0.022
C -0.28 1.95 1.47 -0.259
C 0.91 -1.03 -0.78 -0.111
C 1.10 -0.23 0.26 -0.189
N -0.40 -1.37 -1.18 0.022
S -0.42 0.37 1.08 1.062
H -2.36 -0.78 -1.03 0.131
H 0.57 2.55 1.32 0.034
H -1.06 2.31 2.02 -0.005
H 1.69 -1.37 -1.32 0.107
H 1.93 0.21 0.72 0.081
H -0.41 -2.04 -1.88 0.148

Arrangement x

12
Properties=species:S:1:pos:R:3:lowdin_charge:R:1 method="wB97M-V/def2-TZVPD" e_lumo_ev=-5.392 gap_ha=0.332 multiplicity=1 mol_weight_g_mol=100.2 charge=+1
C 0.48 0.98 0.51 -0.137
C 0.45 0.52 1.75 0.069
C 0.21 -0.39 -1.71 -0.302
C -0.89 -0.77 0.04 -0.310
N -0.04 0.13 -0.43 -0.204
S -0.97 -1.77 -1.39 1.065
H 0.72 2.10 0.29 0.180
H 0.32 -0.65 2.05 0.152
H 0.57 1.19 2.54 0.057
H -0.35 0.08 -2.60 0.149
H 1.17 -0.83 -1.92 0.111
H -1.68 -0.60 0.86 0.172

The structure with the least stability is arrangement w.

Arrangement w

21
Properties=species:S:1:pos:R:3:lowdin_spin:R:1 method="wB97M-V/def2-TZVPD" e_lumo_ev="3.178 / 3.163" gap_ha="0.085 / 0.315" multiplicity=2 mol_weight_g_mol=134.2 charge=-1
C 0.20 -1.29 -1.78 0.079
S -1.52 -0.99 -1.49 0.046
C -1.79 0.75 -1.23 0.090
H 0.47 -2.40 -1.86 0.011
H 0.33 -0.88 -2.81 0.006
H 0.76 -0.86 -0.97 0.028
H -2.55 1.15 -1.88 0.007
H -0.82 1.38 -1.58 0.007
H -1.81 1.01 -0.17 0.036
H 0.19 -0.73 2.47 0.044
H 0.29 -0.54 4.01 0.066
O 0.57 -0.04 3.17 0.165
H 2.59 2.30 1.64 0.045
H 1.73 0.94 1.83 0.029
O 2.25 1.47 1.14 0.124
H -2.38 -2.45 1.08 0.024
H -1.55 -1.16 0.66 0.020
O -1.62 -1.84 1.37 0.084
H 2.29 1.32 -1.40 0.017
H 1.02 1.59 -0.67 0.022
O 1.33 1.27 -1.53 0.048

Arrangement x

21
Properties=species:S:1:pos:R:3:lowdin_spin:R:1 method="wB97M-V/def2-TZVPD" e_lumo_ev="3.109 / 3.164" gap_ha="0.088 / 0.336" multiplicity=2 mol_weight_g_mol=134.2 charge=-1
C -1.97 2.53 1.08 0.103
C -2.09 1.05 0.72 0.134
S -2.84 0.88 -0.92 0.178
H -1.95 2.75 2.15 0.015
H -2.80 3.04 0.58 0.005
H -1.06 2.93 0.62 0.026
H -1.15 0.50 0.75 0.050
H -2.69 0.53 1.48 0.023
H -2.75 -0.45 -1.07 0.068
H 3.86 -5.70 1.79 0.003
H 2.48 -5.07 1.93 0.007
O 3.04 -5.76 2.27 0.023
H -1.13 1.76 -2.41 0.012
H -0.71 1.42 -3.86 0.017
O -0.37 1.75 -3.04 0.041
H 3.81 -0.57 1.62 0.017
H 2.77 -0.06 0.71 0.042
O 3.03 -0.89 1.13 0.105
H 0.88 0.40 -2.29 0.018
H 0.57 -0.52 -1.20 0.039
O 1.05 -0.51 -2.04 0.075

The structure with the least stability is arrangement w.

Arrangement w

18
Properties=species:S:1:pos:R:3:lowdin_charge:R:1 method="wB97M-V/def2-TZVPD" smiles="CCn1c(=O)sn(C)c1=O" e_lumo_ev=0.583 gap_ha=0.348 multiplicity=1 mol_weight_g_mol=160.2 charge=0
C 2.75 0.16 0.50 -0.112
C 1.69 0.49 -0.48 -0.174
N 0.37 -0.15 -0.16 0.001
C 0.29 -1.55 -0.21 -0.729
O 1.13 -2.31 -0.42 0.101
S -1.45 -1.88 0.06 1.073
N -1.83 -0.26 0.07 -0.456
C -3.20 0.29 0.08 -0.083
C -0.78 0.60 -0.10 -0.537
O -0.84 1.83 -0.25 0.039
H 2.65 0.35 1.63 0.095
H 2.78 -1.11 0.59 0.132
H 3.79 0.56 0.40 0.076
H 1.50 1.60 -0.30 0.141
H 1.73 0.31 -1.50 0.106
H -2.96 1.39 -0.05 0.096
H -3.60 -0.17 1.01 0.069
H -4.02 -0.15 -0.87 0.160

Arrangement x

18
Properties=species:S:1:pos:R:3:lowdin_charge:R:1 method="wB97M-V/def2-TZVPD" e_lumo_ev=0.092 gap_ha=0.290 multiplicity=1 mol_weight_g_mol=160.2 charge=0
C 0.07 -2.03 -0.46 -0.043
C -0.96 -0.93 -0.48 -0.201
C 1.01 -0.14 0.04 -0.330
C 2.06 0.84 0.45 -0.011
C -0.68 1.55 -0.32 0.020
N -0.27 0.16 -0.17 -0.106
N 1.22 -1.46 -0.06 0.106
O -2.43 -0.44 1.63 -0.530
O -3.72 -0.24 -0.49 -0.537
S -2.83 -1.09 0.34 0.727
H 0.01 -3.02 -0.77 0.088
H 1.91 1.83 0.05 0.054
H 1.98 0.96 1.63 0.144
H 3.04 0.45 -0.06 0.124
H -0.21 2.12 0.47 0.093
H -0.54 1.95 -1.39 0.142
H -1.74 1.52 -0.22 0.065
H 2.08 -2.04 -0.20 0.194

The structure with the least stability is arrangement x.

Arrangement w

56
Properties=species:S:1:pos:R:3:lowdin_charge:R:1 method="wB97M-V/def2-TZVPD" e_lumo_ev=0.260 gap_ha=0.303 multiplicity=1 mol_weight_g_mol=413.5 charge=0
C -2.89 -1.30 2.60 -0.059
C -2.08 -2.27 1.56 -0.145
H -1.05 -1.85 1.39 0.088
C -2.91 -2.36 0.19 -0.216
C -2.96 -1.19 -0.70 -0.486
O -4.06 -0.71 -1.04 0.056
N -1.95 -0.39 -0.47 0.054
N -0.65 -0.56 -0.32 0.096
C 0.17 0.35 -0.62 -0.258
C 1.66 0.19 -0.20 -0.142
C 2.46 1.44 -0.55 -0.002
C 3.75 1.24 -0.34 0.036
C 4.35 -0.14 0.36 -0.293
C 3.46 -0.87 0.89 -0.099
C 2.09 -0.87 0.40 -0.065
H 1.34 -1.66 0.95 0.167
H 3.83 -1.97 1.47 0.186
N 5.64 -0.11 0.89 -0.017
S 7.04 0.83 -0.03 0.566
O 6.68 2.18 0.15 -0.244
O 8.07 0.20 0.57 -0.222
C 6.71 0.20 -1.50 -0.204
H 7.07 -0.84 -1.59 0.095
H 7.49 0.71 -2.08 0.070
H 5.83 0.45 -2.27 0.159
H 6.04 -0.85 1.31 0.041
H 4.56 1.75 -0.51 -0.004
H 2.21 2.26 -1.15 0.094
C -0.49 1.42 -1.20 -0.148
H 0.03 1.46 -2.25 0.165
H -0.24 2.53 -0.88 0.175
C -1.93 1.04 -1.43 -0.031
C -2.73 2.04 -0.48 -0.057
C -3.88 2.50 -1.10 -0.056
C -4.68 3.41 -0.32 -0.027
C -4.31 3.91 1.04 -0.032
C -3.23 3.09 1.41 -0.264
C -2.46 2.26 1.10 -0.043
H -1.63 1.80 1.31 0.064
H -3.14 3.39 2.72 0.178
H -4.89 4.29 1.75 0.040
H -5.64 4.02 -0.54 0.117
H -4.20 2.39 -2.08 0.088
H -2.36 0.79 -2.28 0.085
H -4.13 -2.47 0.34 0.202
C -2.32 -3.55 -0.70 -0.227
C -0.92 -3.56 -1.02 -0.102
H -0.62 -2.71 -1.60 0.072
H -0.74 -4.23 -1.78 0.066
H -0.50 -3.41 -0.13 0.031
H -3.05 -3.42 -1.65 0.161
H -2.66 -4.38 -0.22 0.069
H -2.04 -3.20 1.90 0.047
H -2.34 -1.33 3.56 0.061
H -3.84 -1.70 2.83 0.039
H -2.96 -0.21 2.30 0.072

Arrangement x

56
Properties=species:S:1:pos:R:3:lowdin_charge:R:1 method="wB97M-V/def2-TZVPD" smiles="CCOC(=O)Nc1ccc2c(c1)N(C(=O)CCN(CC)CC)c1ccccc1S2" e_lumo_ev=0.694 gap_ha=0.316 multiplicity=1 mol_weight_g_mol=413.5 charge=0
C -8.48 0.29 0.64 -0.064
C -7.79 -0.81 -0.14 -0.216
O -6.38 -0.56 -0.10 -0.015
C -5.62 -1.50 -0.68 -0.554
O -6.05 -2.50 -1.20 0.102
N -4.28 -1.24 -0.64 0.158
C -3.52 -0.20 -0.11 -0.200
C -4.05 0.88 0.58 -0.005
C -3.22 1.87 1.06 -0.087
C -1.84 1.78 0.89 -0.446
C -1.30 0.69 0.22 -0.191
C -2.14 -0.28 -0.30 0.062
N 0.11 0.59 0.09 0.058
C 0.75 -0.57 0.45 -0.411
O 0.13 -1.60 0.65 0.087
C 2.24 -0.50 0.67 -0.066
C 2.98 -1.45 -0.31 -0.182
N 4.34 -1.76 0.02 -0.198
C 5.24 -0.62 0.07 -0.253
C 5.34 0.11 -1.26 -0.076
C 4.48 -2.63 1.19 -0.263
C 5.64 -3.60 1.01 -0.085
C 0.76 1.78 -0.32 -0.224
C 1.67 1.76 -1.37 -0.022
C 2.33 2.92 -1.75 -0.076
C 2.06 4.11 -1.09 -0.080
C 1.11 4.15 -0.09 -0.095
C 0.46 2.99 0.29 -0.442
S -0.79 3.06 1.54 1.046
H -8.14 0.30 1.67 0.078
H -9.56 0.12 0.63 0.078
H -8.27 1.26 0.18 0.077
H -8.12 -0.84 -1.18 0.130
H -7.98 -1.80 0.31 0.129
H -3.74 -1.98 -1.07 0.159
H -5.11 0.96 0.73 0.101
H -3.63 2.72 1.59 0.106
H -1.71 -1.12 -0.82 0.124
H 2.41 -0.88 1.68 0.131
H 2.62 0.52 0.60 0.104
H 2.97 -1.01 -1.31 0.103
H 2.42 -2.39 -0.36 0.124
H 4.97 0.09 0.87 0.117
H 6.23 -1.02 0.32 0.107
H 5.47 -0.60 -2.07 0.082
H 6.19 0.78 -1.24 0.074
H 4.45 0.71 -1.45 0.043
H 4.63 -2.04 2.11 0.117
H 3.56 -3.20 1.30 0.118
H 6.60 -3.08 0.97 0.059
H 5.67 -4.30 1.84 0.069
H 5.51 -4.16 0.09 0.074
H 1.86 0.83 -1.88 0.115
H 3.04 2.89 -2.55 0.106
H 2.58 5.01 -1.38 0.105
H 0.87 5.08 0.41 0.104

The structure with the least stability is arrangement w.

Arrangement w

12
Properties=species:S:1:pos:R:3:lowdin_charge:R:1 method="wB97M-V/def2-TZVPD" e_lumo_ev=4.174 gap_ha=0.273 multiplicity=1 mol_weight_g_mol=110.1 charge=-1
C -2.32 1.47 -0.04 -0.183
C -1.25 0.58 0.01 -0.176
C -2.31 -0.44 0.07 -0.456
C 0.14 0.72 -0.02 -0.489
C 0.98 -0.58 0.11 -0.045
N -3.32 0.67 0.10 0.066
O 0.80 1.81 -0.09 -0.107
O -2.39 -1.62 -0.02 0.071
H -2.36 2.56 -0.26 0.121
H 1.63 -0.34 0.99 0.073
H 1.67 -0.76 -0.65 0.023
H 0.32 -1.54 0.33 0.103

Arrangement x

12
Properties=species:S:1:pos:R:3:lowdin_charge:R:1 method="wB97M-V/def2-TZVPD" e_lumo_ev=3.896 gap_ha=0.250 multiplicity=1 mol_weight_g_mol=110.1 charge=-1
C -0.19 1.40 -2.01 -0.212
C -0.77 0.69 -1.11 -0.057
C 0.35 3.02 -0.45 -0.382
C -1.20 0.34 0.12 -0.610
C -0.15 -0.49 0.91 -0.062
N 0.37 2.67 -1.59 0.099
O -2.35 0.48 0.61 -0.122
O 0.49 3.58 0.57 0.121
H -0.02 1.21 -3.06 0.055
H -0.26 -0.27 1.97 0.058
H 0.86 -0.24 0.59 0.056
H -0.32 -1.55 0.75 0.056

Arrangement y

12
Properties=species:S:1:pos:R:3:lowdin_charge:R:1 method="wB97M-V/def2-TZVPD" e_lumo_ev="3.863 / 3.294" gap_ha="0.245 / 0.231" multiplicity=1 mol_weight_g_mol=110.1 charge=-1
C 0.26 2.03 -0.63 0.014
C 1.50 1.84 -0.03 -0.563
C -2.54 1.33 -0.10 -0.314
C 0.88 0.44 0.44 -0.129
C -0.28 0.66 -0.61 -0.447
N -1.63 0.35 -0.20 -0.009
O 2.57 2.35 0.22 -0.068
O -3.63 1.40 0.39 0.004
H 1.49 -0.61 0.59 0.122
H 0.45 0.53 1.41 0.053
H -0.09 -0.07 -1.57 0.143
H -1.87 -0.68 0.19 0.194

The structure with the least stability is arrangement y.